{"formula": "C32H62Cl20O6S", "method": "ωB97M-V/def2-TZVPD", "symbols": ["C", "O", "C", "C", "C", "C", "C", "C", "C", "C", "C", "C", "C", "O", "O", "S", "O", "O", "O", "H", "H", "H", "H", "H", "H", "H", "H", "H", "H", "H", "H", "H", "H", "H", "H", "H", "H", "H", "H", "H", "H", "Cl", "C", "C", "Cl", "H", "H", "H", "H", "Cl", "C", "C", "Cl", "H", "H", "H", "H", "Cl", "C", "C", "Cl", "H", "H", "H", "H", "Cl", "C", "C", "Cl", "H", "H", "H", "H", "Cl", "C", "C", "Cl", "H", "H", "H", "H", "Cl", "C", "C", "Cl", "H", "H", "H", "H", "Cl", "C", "C", "Cl", "H", "H", "H", "H", "Cl", "C", "C", "Cl", "H", "H", "H", "H", "Cl", "C", "C", "Cl", "H", "H", "H", "H", "Cl", "C", "C", "Cl", "H", "H", "H", "H"], "xyz": [[3.844, 3.814, 0.958], [3.846, 2.558, 0.319], [2.584, 2.112, -0.129], [2.660, 0.624, -0.476], [1.652, -0.212, 0.326], [2.264, -0.659, 1.680], [1.232, -0.666, 2.820], [1.644, 0.206, 4.007], [2.031, 1.642, 3.646], [0.839, 2.590, 3.805], [0.584, 2.800, 5.304], [-0.655, 3.642, 5.594], [-1.963, 2.941, 5.346], [-2.103, 1.931, 4.693], [-3.048, 3.543, 5.951], [0.591, 1.192, 6.110], [1.899, 1.037, 6.696], [-0.514, 1.032, 7.000], [0.476, 0.201, 4.884], [4.340, 4.555, 0.339], [2.839, 4.174, 1.186], [4.395, 3.754, 1.892], [2.304, 2.670, -1.027], [1.826, 2.264, 0.642], [2.444, 0.500, -1.536], [3.663, 0.245, -0.297], [1.424, -1.106, -0.242], [0.753, 0.378, 0.478], [3.120, -0.032, 1.908], [2.612, -1.680, 1.543], [0.256, -0.313, 2.495], [1.123, -1.671, 3.219], [2.477, -0.266, 4.519], [2.502, 1.736, 2.676], [2.778, 1.968, 4.370], [1.130, 3.552, 3.389], [-0.043, 2.180, 3.323], [1.446, 3.324, 5.703], [-0.622, 4.003, 6.618], [-0.602, 4.529, 4.961], [-3.245, 4.382, 5.520], [-5.325, 5.465, 0.473], [-4.568, 4.064, 1.277], [-4.140, 4.378, 2.685], [-2.775, 5.538, 2.730], [-3.727, 3.746, 0.667], [-5.308, 3.267, 1.294], [-3.800, 3.465, 3.174], [-4.955, 4.801, 3.266], [-1.177, -1.287, -2.279], [-1.035, -3.064, -2.358], [-1.206, -3.690, -1.000], [0.166, -3.270, 0.058], [-0.063, -3.299, -2.784], [-1.809, -3.421, -3.035], [-1.230, -4.774, -1.090], [-2.121, -3.361, -0.521], [6.620, 2.439, 3.212], [7.759, 2.139, 1.871], [8.234, 3.411, 1.217], [6.950, 4.247, 0.298], [7.265, 1.480, 1.164], [8.613, 1.615, 2.299], [9.027, 3.184, 0.506], [8.621, 4.107, 1.957], [-7.042, 4.956, 5.508], [-6.788, 6.608, 6.130], [-6.650, 7.613, 5.017], [-5.146, 7.368, 4.093], [-5.903, 6.592, 6.761], [-7.650, 6.855, 6.746], [-6.615, 8.619, 5.432], [-7.482, 7.553, 4.321], [8.237, 3.027, -3.236], [8.082, 1.259, -3.053], [8.320, 0.808, -1.641], [10.022, 1.006, -1.132], [8.776, 0.791, -3.747], [7.062, 0.992, -3.331], [8.087, -0.252, -1.551], [7.694, 1.364, -0.950], [-4.463, -2.837, 0.829], [-5.666, -2.223, -0.331], [-6.123, -3.305, -1.273], [-4.822, -3.807, -2.382], [-5.219, -1.394, -0.873], [-6.508, -1.848, 0.248], [-6.943, -2.939, -1.889], [-6.461, -4.186, -0.733], [1.298, -1.521, -4.724], [0.191, -0.453, -5.618], [0.728, -0.090, -6.977], [2.163, 0.966, -6.876], [0.018, 0.430, -5.008], [-0.751, -0.988, -5.725], [-0.029, 0.459, -7.534], [1.005, -0.974, -7.544], [5.182, -0.320, -4.477], [3.909, 0.623, -5.299], [4.111, 2.104, -5.112], [3.858, 2.602, -3.420], [2.950, 0.299, -4.904], [3.954, 0.370, -6.356], [3.391, 2.650, -5.721], [5.114, 2.409, -5.402], [-6.249, -6.671, -3.642], [-5.853, -8.249, -2.910], [-5.602, -8.148, -1.428], [-4.103, -7.258, -1.052], [-4.989, -8.646, -3.437], [-6.703, -8.905, -3.092], [-5.490, -9.147, -1.010], [-6.422, -7.649, -0.919], [-6.178, -10.288, -6.012], [-4.654, -11.132, -6.391], [-3.667, -11.052, -5.257], [-3.058, -9.394, -5.015], [-4.250, -10.696, -7.300], [-4.906, -12.173, -6.585], [-2.804, -11.679, -5.474], [-4.110, -11.385, -4.322]], "total_charge": 0, "e_tot_ev": -307759.0545}